(1)
# C54H43F10InN3OTe

A structure of composition C54H43F10InN3OTe at a distorted geometry (ωB97M-V/def2-TZVPD, OMol25).

Properties
Net charge   -1
E_LUMO (alpha / beta)   0.050 / 0.050 hartree
HOMO level (alpha / beta)   -2.78 / -2.80 eV
Calculated total energy   -3779.69403 Ha
Relative energy (zero: lowest compared OMol25 entry of this formula, charge and spin)   0.0000 eV

Last column: Mulliken charge in e.
CARTESIAN COORDINATES (ANGSTROEM)
In 0.14487 0.42117 1.18757  1.284
C -3.23296 1.14912 -0.03600  -0.269
N -2.48862 1.32548 1.23954  1.269
C -2.44687 2.79203 1.59725  -1.179
C -1.15231 3.38160 1.04287  0.854
N 0.03114 2.75675 1.64473  -0.259
C 0.63614 3.42146 2.64705  0.399
C 1.78117 2.82048 3.25646  -0.174
F 2.09448 1.57598 2.81303  -0.092
C 2.61219 3.40511 4.19561  -0.500
F 3.70425 2.73354 4.63137  -0.299
C 2.29070 4.66816 4.68651  0.752
F 3.08256 5.27279 5.59687  -0.338
C 1.12787 5.29277 4.23657  -0.042
F 0.76173 6.51666 4.71667  -0.316
C 0.31280 4.68473 3.28432  0.561
F -0.81371 5.37658 2.92245  -0.390
C -3.12000 0.52242 2.30991  -1.255
C -2.21128 0.34527 3.51974  -0.670
N -1.00891 -0.37029 3.10429  0.223
C -0.40115 -1.04023 4.11237  0.265
C -0.61539 -0.96764 5.54664  0.646
F -1.48341 -0.05072 6.06001  -0.361
C 0.02770 -1.80327 6.45146  -0.067
F -0.26612 -1.67914 7.77788  -0.321
C 0.97112 -2.73698 6.03618  0.539
F 1.58539 -3.53098 6.94067  -0.336
C 1.25274 -2.84600 4.68560  -0.418
F 2.16447 -3.74379 4.22426  -0.288
C 0.56211 -2.04381 3.79546  -0.270
F 0.82166 -2.21594 2.45166  0.237
H -4.25155 1.55490 0.03315  0.433
H -3.31087 0.08391 -0.26303  -0.554
H -2.69390 1.62535 -0.85086  -0.121
H -2.48094 2.93878 2.68260  0.350
H -3.31794 3.29473 1.15650  0.367
H -1.13873 4.46562 1.11587  1.048
H -1.12618 3.13798 -0.02215  -1.833
H -3.36912 -0.47297 1.91810  0.128
H -4.05549 1.01852 2.62845  0.343
H -2.76209 -0.29374 4.22723  0.681
H -1.99213 1.31118 3.99795  0.257
C 2.03429 -0.31652 0.67811  -0.772
C 2.95648 -0.81132 0.00763  0.137
C 3.91542 -1.44604 -0.81964  -0.299
C 5.25513 -0.89530 -0.91710  0.817
C 6.37675 -1.74128 -1.17676  -0.435
C 7.65654 -1.23379 -1.07862  -0.772
C 7.85982 0.10134 -0.70432  -0.432
C 6.77202 0.93448 -0.43049  -0.599
C 5.48369 0.43764 -0.50485  -0.649
C 3.63064 -2.78834 -1.34305  0.477
C 4.10142 -3.22114 -2.60801  -0.497
C 3.80972 -4.51338 -3.04659  -0.647
C 3.09262 -5.39360 -2.23376  -0.610
C 2.63681 -4.98309 -0.97633  -0.388
C 2.87025 -3.67841 -0.54803  -0.748
H 6.21256 -2.78095 -1.45621  0.377
H 8.51219 -1.85914 -1.32515  0.356
H 8.88050 0.47474 -0.63355  0.326
H 6.95581 1.96395 -0.15554  0.377
H 4.62761 1.06298 -0.27269  0.419
H 4.71499 -2.55958 -3.20044  0.604
H 4.18011 -4.82848 -4.01226  0.383
H 2.91989 -6.40937 -2.57603  0.364
H 2.08514 -5.68947 -0.35748  0.396
H 2.47205 -3.30451 0.38684  0.715
Te 0.01096 1.46563 -2.33609  0.345
C -0.60352 1.14295 -4.40124  0.408
C 0.42287 0.99782 -5.36072  -0.731
C 0.09431 0.79370 -6.69387  -0.553
C -1.25210 0.72880 -7.07913  -0.499
C -2.27862 0.90377 -6.12435  -0.855
C -1.95867 1.10547 -4.78050  0.166
C -0.74666 3.47449 -2.39611  -0.029
C -2.10352 3.73146 -2.70107  0.383
C -2.58362 5.03693 -2.64464  -0.967
C -1.74823 6.09380 -2.27660  -0.537
C -0.40808 5.82728 -1.95287  -0.604
C 0.10353 4.54314 -2.00915  -0.309
H 1.45886 1.07118 -5.05672  0.388
H 0.88537 0.66829 -7.43120  0.392
H -1.51272 0.57077 -8.11678  0.378
H -3.30296 0.87012 -6.47255  0.377
H -2.74016 1.25194 -4.04658  0.349
H -2.78183 2.92273 -2.95011  0.130
H -3.61553 5.23096 -2.90654  0.411
H -2.12759 7.09818 -2.25407  0.420
H 0.26863 6.63898 -1.68369  0.406
H 1.14357 4.34362 -1.78516  0.462
C -6.20286 -3.26329 0.25638  -1.650
C -4.74492 -3.15768 -0.13329  0.643
C -4.31883 -2.39599 -1.25069  -0.701
C -2.96564 -2.19145 -1.53646  0.421
C -2.59771 -1.37674 -2.75809  -0.850
C -1.98989 -2.80685 -0.69552  0.780
C -0.61312 -2.34389 -0.77812  -0.741
O -0.21879 -1.19974 -1.00538  -0.093
C -2.39531 -3.67104 0.36815  1.348
C -1.37696 -4.37318 1.23570  -1.657
C -3.76271 -3.81916 0.62741  -1.014
H -6.79413 -2.61646 -0.38502  0.363
H -6.35633 -2.95523 1.29759  0.343
H -6.57618 -4.26973 0.12879  0.373
H -5.06116 -1.94975 -1.88790  0.380
H -3.45912 -1.36685 -3.43460  0.584
H -1.75899 -1.79443 -3.29404  0.385
H -2.34240 -0.34813 -2.48280  -0.344
H 0.14291 -3.12589 -0.61640  -0.097
H -0.90978 -3.69433 1.93941  0.175
H -0.60103 -4.80778 0.61957  0.361
H -1.88558 -5.16747 1.77822  0.504
H -4.07364 -4.43592 1.46833  0.376


(2)
# C6H12O

A structure of composition C6H12O (ωB97M-V/def2-TZVPD, OMol25).

Properties
E_LUMO   0.036 hartree
HOMO level   -7.95 eV
Calculated total energy   -310.91395 Ha
Relative energy (zero: lowest compared OMol25 entry of this formula, charge and spin)   3.9543 eV

Last column: Mulliken charge in e.
CARTESIAN COORDINATES (ANGSTROEM)
C 2.15939 -0.56312 1.14936  -1.405
C 0.68464 -0.18094 1.07270  0.123
C -0.01857 1.82874 0.66620  -0.850
O -0.47888 1.51120 -0.56397  -0.283
C -1.15113 0.25199 -0.57714  0.462
C -1.69941 -0.00394 -1.96448  -1.448
C -0.07400 -0.74231 -0.11392  -0.824
H 2.64385 -0.09723 2.01405  0.397
H 2.69391 -0.24483 0.24678  0.362
H 2.28399 -1.64973 1.24561  0.376
H 0.17984 -0.35384 2.02570  0.359
H -0.79192 1.63106 1.43168  0.246
H 0.95603 1.14547 0.95066  0.440
H -1.96383 0.28361 0.16847  0.301
H -2.42526 0.76915 -2.23250  0.359
H -2.19313 -0.97995 -2.01243  0.357
H -0.88589 0.01537 -2.69701  0.361
H 0.61552 -0.91628 -0.95034  0.303
H -0.53515 -1.70444 0.14059  0.365


(3)
# C4H9NO2S

A cluster of 3 separate species, C4H9NO2S in total at a distorted geometry (ωB97M-V/def2-TZVPD, OMol25).

Properties
E_LUMO   -0.010 hartree
HOMO level   -9.19 eV
Calculated total energy   -761.09704 Ha
Relative energy (zero: lowest compared OMol25 entry of this formula, charge and spin)   4.5276 eV

Last column: Mulliken charge in e.
CARTESIAN COORDINATES (ANGSTROEM)
C 1.75357 1.79457 -2.75120  0.000
C -1.28875 -2.25257 0.88278  -0.672
C -1.61101 -1.17785 1.58984  0.012
C -2.15676 0.07758 0.90227  -0.914
N 2.93256 0.56215 0.47338  -0.425
O 0.98041 -0.62446 -0.26710  -0.429
O 1.64966 2.09204 -1.59015  -0.427
S 1.43953 0.58569 0.41867  0.578
H 0.94705 1.57551 -3.47768  0.207
H 2.63023 1.61088 -3.35216  0.233
H -1.35981 -2.22221 -0.15553  0.213
H -1.02336 -3.32338 1.25544  0.196
H -1.61896 -0.99280 2.63864  0.355
H -2.21428 -0.15541 -0.14979  0.299
H -1.41300 0.82192 1.14958  0.181
H -3.14028 0.33440 1.40657  0.326
H 3.49320 1.29394 1.02644  0.267